{
  "formula": "C21H23BrI2N3O8P",
  "method": "ωB97M-V/def2-TZVPD",
  "largest_force_ev_per_a": 3.77,
  "orbital_gap_ev": 7.0,
  "charge": 0,
  "total_energy_ha": -5090.7454,
  "elements": ["C", "C", "O", "C", "P", "O", "O", "N", "C", "O", "C", "Br", "C", "C", "I", "C", "C", "I", "H", "H", "H", "H", "H", "H", "H", "H", "H", "H", "H", "H", "H", "C", "C", "C", "C", "C", "C", "N", "O", "O", "H", "H", "H", "H", "H", "C", "C", "C", "C", "C", "C", "N", "O", "O", "H", "H", "H", "H", "H"],
  "xyz": [[1.9304, 0.0754, 0.1594], [2.5883, 1.4562, 0.2645], [1.9743, 2.2166, 1.2988], [2.8577, 3.1657, 1.8884], [3.9383, 2.3163, 3.2038], [5.0609, 1.3654, 2.4472], [2.9605, 1.3723, 4.1372], [1.9632, 3.9873, 2.7046], [2.4720, 5.2818, 2.7965], [2.5876, 5.9504, 3.7426], [2.8980, 5.6195, 1.3584], [1.3402, 6.0359, 0.2593], [3.4989, 4.2137, 0.9336], [4.9913, 4.4122, 0.8988], [6.0931, 4.9666, 2.6260], [5.6102, 4.2820, -0.2449], [4.9255, 3.9262, -1.5403], [7.7048, 4.6007, -0.4802], [1.6163, -0.0977, -0.8513], [1.0696, -0.0078, 0.8108], [2.6722, -0.6814, 0.4052], [3.6565, 1.2972, 0.4143], [2.4207, 1.9642, -0.6885], [5.0819, 0.4963, 2.8803], [2.7572, 1.8420, 4.9520], [1.8468, 3.6598, 3.6614], [3.6911, 6.3431, 1.2822], [3.0007, 4.0318, -0.0087], [4.0599, 3.2935, -1.4108], [4.6396, 4.8622, -2.0162], [5.6528, 3.4563, -2.1921], [-4.5162, -1.4073, -1.8595], [-3.8683, -1.5178, -3.0821], [-2.6228, -0.9390, -3.2609], [-2.0410, -0.2584, -2.2067], [-2.6773, -0.1338, -0.9849], [-3.9233, -0.7130, -0.8140], [-0.7096, 0.3372, -2.3849], [-0.1792, 0.2275, -3.4759], [-0.2110, 0.9003, -1.4283], [-5.4873, -1.8656, -1.7198], [-4.3330, -2.0581, -3.8959], [-2.1184, -1.0250, -4.2122], [-2.2150, 0.4037, -0.1697], [-4.4324, -0.6274, 0.1362], [-6.1977, -7.2961, -1.1305], [-6.0463, -7.3160, 0.2493], [-5.0762, -6.5321, 0.8525], [-4.2708, -5.7330, 0.0619], [-4.4048, -5.7072, -1.3145], [-5.3752, -6.4955, -1.9115], [-3.2547, -4.8808, 0.6994], [-3.1480, -4.9379, 1.9101], [-2.5868, -4.1672, -0.0250], [-6.9598, -7.9058, -1.5986], [-6.6869, -7.9413, 0.8560], [-4.9591, -6.5484, 1.9262], [-3.7666, -5.0822, -1.9225], [-5.4926, -6.4836, -2.9866]],
  "nbo_charge": [-0.6233, -0.0891, -0.5386, 0.1242, 1.2579, -0.9836, -0.9917, -0.6336, 0.6761, -0.5290, -0.3185, 0.0386, -0.3690, -0.2000, 0.2112, -0.1231, -0.6724, 0.1431, 0.2225, 0.2279, 0.1976, 0.1849, 0.1679, 0.5053, 0.5111, 0.3842, 0.2456, 0.2776, 0.2258, 0.2329, 0.2354, -0.1778, -0.2137, -0.2094, 0.0852, -0.2029, -0.2039, 0.5186, -0.3808, -0.3758, 0.2184, 0.2198, 0.2479, 0.2518, 0.2243, -0.1782, -0.2085, -0.2101, 0.0840, -0.2134, -0.2106, 0.5171, -0.3729, -0.3739, 0.2208, 0.2239, 0.2499, 0.2497, 0.2226]
}